Below is a molecular structure, C36H36LaN11O9PS at a distorted geometry, with properties calculated with ωB97M-V/def2-TZVPD.

Last column: Mulliken charge in e.
CARTESIAN COORDINATES (ANGSTROEM)
1 La -18.914 -0.432 6.475  1.53
2 S -17.334 -1.393 4.004  -0.18
3 P -15.121 0.479 6.526  -0.91
4 O -19.061 1.820 5.681  -0.49
5 O -17.919 7.830 6.662  -0.66
6 O -17.844 2.447 9.754  -0.80
7 O -19.833 3.229 3.431  -0.61
8 O -17.699 7.275 8.681  -0.65
9 O -16.546 0.075 6.771  1.34
10 O -18.320 4.748 3.355  -0.67
11 O -18.919 1.016 8.379  -0.50
12 O -20.254 -1.237 4.487  0.10
13 N -19.968 -1.721 3.323  -0.12
14 N -17.949 6.965 7.538  1.05
15 N -19.061 3.997 4.000  1.22
16 N -23.501 1.199 7.446  -0.59
17 N -15.070 2.012 5.779  0.19
18 N -18.127 -2.974 7.344  0.11
19 N -14.326 -0.508 5.534  0.68
20 N -20.159 -4.214 6.964  -0.59
21 N -21.580 0.123 6.844  0.20
22 N -14.210 0.569 7.884  0.55
23 N -20.662 -1.919 7.410  -0.73
24 C -24.250 -1.824 6.205  -0.44
25 C -22.901 -2.036 6.510  0.50
26 C -24.131 3.236 6.255  -0.64
27 C -23.133 -4.427 6.337  -0.15
28 C -19.347 -2.622 0.754  -0.36
29 C -25.042 -2.962 5.997  -0.71
30 C -23.142 2.954 5.297  -0.42
31 C -16.326 -4.210 8.445  -1.05
32 C -14.136 -1.876 6.051  -1.26
33 C -21.745 -1.131 6.948  0.98
34 C -18.832 -4.143 7.312  0.08
35 C -18.635 3.236 7.608  0.48
36 C -16.923 -3.078 7.904  -0.23
37 C -18.275 -5.396 7.677  -0.84
38 C -24.260 2.313 7.284  -0.50
39 C -18.578 5.438 5.829  -0.49
40 C -20.929 -2.004 2.425  -0.37
41 C -18.949 4.129 5.431  -0.42
42 C -20.929 -3.166 7.067  0.15
43 C -22.401 -3.309 6.636  -0.04
44 C -18.924 2.999 6.258  0.69
45 C -14.653 3.228 6.485  -0.83
46 C -14.822 0.992 9.186  -0.91
47 C -18.340 4.539 8.064  -0.87
48 C -24.444 -4.220 5.936  -0.59
49 C -22.546 1.061 6.555  0.20
50 C -18.383 2.171 8.683  0.05
51 C -18.389 -2.327 1.678  -0.70
52 C -13.789 -0.261 4.181  -0.99
53 C -15.911 2.237 4.623  -1.26
54 C -20.674 -2.430 1.145  -0.62
55 C -17.044 -5.410 8.342  -0.33
56 C -12.768 0.580 7.803  -1.11
57 C -22.354 1.837 5.420  -0.39
58 C -18.253 5.573 7.143  -0.49
59 C -18.615 -1.815 2.973  -0.29
60 H -18.400 6.221 5.188  0.82
61 H -12.997 -0.994 4.024  0.40
62 H -24.653 -0.850 6.185  0.55
63 H -14.088 1.673 9.631  0.36
64 H -21.527 1.586 4.727  0.28
65 H -15.807 1.423 9.039  0.23
66 H -12.418 0.106 6.828  0.26
67 H -15.306 2.808 3.872  0.52
68 H -21.484 -2.595 0.414  0.34
69 H -14.988 0.098 9.881  0.17
70 H -13.565 0.792 4.091  0.37
71 H -25.099 -5.057 5.679  0.35
72 H -18.885 -6.283 7.604  0.49
73 H -16.733 2.868 4.755  0.70
74 H -22.952 3.587 4.486  0.54
75 H -13.093 -2.126 6.042  0.49
76 H -26.126 -2.914 5.665  0.27
77 H -14.683 -2.646 5.419  0.22
78 H -14.542 -2.022 7.026  0.34
79 H -17.996 4.677 9.111  0.45
80 H -22.768 -5.438 6.297  0.50
81 H -19.104 -3.024 -0.238  0.36
82 H -16.184 1.351 4.028  0.05
83 H -14.541 -0.618 3.437  0.11
84 H -24.883 2.636 8.084  0.42
85 H -13.713 2.996 7.047  0.06
86 H -12.355 0.032 8.619  0.37
87 H -12.327 1.589 7.700  0.30
88 H -15.423 3.479 7.291  0.13
89 H -14.578 3.941 5.728  0.51
90 H -16.512 -6.284 8.716  0.36
91 H -15.387 -4.161 8.994  0.41
92 H -24.693 4.138 6.281  0.41
93 H -16.433 -2.124 7.954  0.60
94 H -17.348 -2.383 1.464  0.45
95 H -21.906 -1.819 2.811  0.51

Summary:
E_HOMO (eV): -5.4
Total energy (eV): -93721.3351
Total charge: -1
ΔE to the lowest compared entry with this formula, charge and spin (kcal/mol): 3.3
Maximum force (eV Å⁻¹): 3.821
Lowest unoccupied orbital energy (eV): 2.186


Below is a molecular structure, C36H36N5O2S6SbW at a distorted geometry, with properties calculated with ωB97M-V/def2-TZVPD.

Last column: Mulliken charge in e.
CARTESIAN COORDINATES (ANGSTROEM)
1 W -0.150 -0.822 1.954  1.18
2 Sb -0.916 -2.153 4.356  0.62
3 S -1.950 -1.071 6.013  -0.58
4 S -2.341 -1.264 2.171  -0.47
5 S -0.856 -4.380 4.123  -0.56
6 S 1.227 -1.201 3.803  -0.44
7 S -1.554 -2.206 -1.215  -0.03
8 S -2.083 2.515 -0.743  0.32
9 O -0.567 -1.199 -0.699  -0.16
10 O -1.535 1.296 -0.084  -0.31
11 N -0.458 1.238 2.650  0.55
12 N 0.525 -2.793 1.123  -0.04
13 N 1.458 0.014 0.957  0.90
14 N 1.604 -2.819 0.289  0.44
15 N 0.302 2.296 2.277  0.19
16 C 0.884 3.644 0.370  -0.27
17 C 5.115 -0.629 0.876  -0.98
18 C -0.697 2.881 4.151  -1.57
19 C -3.976 5.259 1.549  -0.63
20 C 1.971 2.710 -1.526  -1.13
21 C -3.242 4.667 0.529  -0.57
22 C -3.645 2.490 1.508  -0.32
23 C -0.328 -3.705 0.832  -1.10
24 C 0.921 -3.222 -2.103  0.28
25 C -3.348 0.374 -1.980  -0.31
26 C 0.033 -4.383 -0.446  -0.54
27 C 6.504 -2.688 0.418  -1.59
28 C 1.967 1.474 -0.919  0.33
29 C 3.894 -0.002 1.025  -0.51
30 C 3.993 -2.664 0.383  -0.41
31 C -4.371 3.089 2.524  -0.66
32 C 5.186 -1.978 0.544  0.60
33 C -1.266 -4.519 -2.677  -1.26
34 C 2.753 -2.039 0.516  -0.01
35 C -2.175 -0.096 -2.839  -0.36
36 C -3.406 1.893 -1.882  -1.19
37 C -3.100 3.288 0.513  0.69
38 C -1.062 1.586 3.784  -0.04
39 C -4.539 4.469 2.541  -0.49
40 C 1.430 3.825 -0.887  0.36
41 C 0.899 2.399 0.996  -0.22
42 C 1.437 -3.808 -0.759  -0.26
43 C 1.446 1.282 0.368  0.25
44 C -0.526 -3.652 -1.717  1.79
45 C 1.454 -3.870 -3.337  -1.16
46 C 0.724 -4.688 -4.094  -0.65
47 C -2.006 -1.610 -2.874  -0.93
48 C 2.685 -0.674 0.829  -0.57
49 C -0.670 -5.002 -3.766  -0.48
50 C 0.169 3.296 3.172  -0.24
51 C 1.377 5.163 -1.570  -1.75
52 H 0.401 4.477 0.866  0.23
53 H 1.148 -5.130 -4.986  0.44
54 H -1.245 -1.911 -3.596  0.41
55 H -0.116 -5.460 -0.457  0.54
56 H -1.145 -3.895 1.512  0.39
57 H 3.856 1.047 1.290  0.51
58 H -3.259 -0.042 -0.973  0.07
59 H -2.305 0.245 -3.870  0.58
60 H -1.005 3.424 5.026  0.49
61 H -1.686 0.877 4.308  0.21
62 H -4.375 2.249 -1.538  0.45
63 H -2.943 -2.112 -3.129  0.45
64 H -3.196 2.354 -2.850  0.53
65 H 7.326 -1.979 0.323  0.38
66 H 2.271 -4.505 -0.834  0.49
67 H -2.775 5.270 -0.242  0.41
68 H 1.129 5.957 -0.866  0.39
69 H -3.457 1.421 1.498  0.22
70 H 2.333 5.412 -2.031  0.42
71 H -4.096 6.334 1.575  0.40
72 H 6.522 -3.343 -0.455  0.36
73 H 6.026 -0.064 1.029  0.36
74 H 2.385 2.813 -2.522  0.42
75 H -1.219 -5.651 -4.435  0.45
76 H -2.294 -4.776 -2.447  0.51
77 H 2.379 0.614 -1.432  0.52
78 H 1.059 -2.137 -2.130  -0.05
79 H -4.794 2.482 3.314  0.45
80 H 2.478 -3.638 -3.609  0.48
81 H -4.296 0.024 -2.398  0.61
82 H 6.702 -3.307 1.296  0.31
83 H 4.020 -3.724 0.163  0.52
84 H 0.621 5.169 -2.359  0.29
85 H -1.251 0.343 -2.456  -0.04
86 H 0.711 4.216 3.044  0.63
87 H -5.102 4.932 3.341  0.40

Summary:
E_HOMO (spin up / spin down) (eV): -6.5 / -7.4
Total energy (eV): -122834.8305
ΔE to the lowest compared entry with this formula, charge and spin (kcal/mol): 86.4
Maximum force (eV Å⁻¹): 3.442
Spin multiplicity: 3
Lowest unoccupied orbital energy (spin up / spin down) (eV): -0.701 / -0.500
⟨S²⟩: 2.03